[1]
{
  "formula": "C3H6N2O",
  "method": "ωB97M-V/def2-TZVPD",
  "e_tot_ev": -8234.890,
  "mol_weight_g_mol": 86.1,
  "e_above_lowest_kj_mol": 174.5,
  "fmax_ev_per_a": 0.9,
  "smiles": "C/N=C/NC=O",
  "spin_multiplicity": 1,
  "gap_ev": 10.1,
  "symbols": ["C", "N", "C", "N", "C", "O", "H", "H", "H", "H", "H", "H"],
  "xyz": [[0.136050, -1.771336, 1.414174], [0.491187, -0.477719, 0.889609], [-0.363516, 0.122821, 0.180311], [0.201433, 0.685273, -0.976188], [-0.322264, 1.581204, -1.861468], [0.234755, 1.933823, -2.877564], [0.191636, -1.862739, 2.496745], [-0.810365, -2.131643, 0.986398], [0.941047, -2.394267, 1.016416], [-1.457861, 0.128697, 0.339048], [1.105686, 0.264654, -1.181144], [-1.308759, 1.925618, -1.519420]],
  "forces_ev_per_a": [[0.1, -0.2, 0.3], [-0.1, -0.2, -0.5], [0.7, 0.0, -0.5], [-0.1, 0.3, 0.2], [0.1, 0.0, -0.1], [-0.4, -0.1, 0.5], [-0.2, 0.1, 0.1], [0.1, -0.1, 0.5], [-0.3, -0.4, 0.1], [0.3, -0.1, -0.5], [-0.2, 0.4, 0.0], [-0.2, 0.2, -0.3]],
  "nbo_charge": [-0.435, -0.475, 0.283, -0.623, 0.539, -0.569, 0.202, 0.175, 0.211, 0.162, 0.423, 0.107]
}

[2]
{
  "formula": "C3H6N2O",
  "method": "ωB97M-V/def2-TZVPD",
  "e_tot_ev": -8235.369,
  "mol_weight_g_mol": 86.1,
  "e_above_lowest_kj_mol": 128.3,
  "fmax_ev_per_a": 1.7,
  "smiles": "[H]/N=C(\\C)NC=O",
  "spin_multiplicity": 1,
  "gap_ev": 10.6,
  "symbols": ["H", "N", "C", "C", "N", "C", "O", "H", "H", "H", "H", "H"],
  "xyz": [[-0.235940, -1.549659, -2.018167], [-0.226763, -0.617557, -1.695100], [0.076975, -0.359911, -0.495896], [0.738651, -1.298316, 0.499488], [-0.619633, 0.807606, -0.092668], [-0.361946, 1.971234, 0.574653], [-1.201733, 2.840623, 0.669068], [0.223712, -2.260889, 0.392004], [0.617631, -0.967999, 1.532442], [1.798460, -1.496613, 0.296713], [-1.461539, 0.869816, -0.654009], [0.652126, 2.061667, 0.991473]],
  "forces_ev_per_a": [[1.0, -1.3, -0.2], [-0.7, 0.8, -0.1], [-0.5, -0.2, -0.2], [-0.1, 0.1, 0.0], [-0.2, 0.2, 0.2], [0.0, 0.0, 0.2], [0.5, -0.2, 0.0], [0.1, 0.2, 0.1], [0.1, 0.1, -0.1], [-0.3, 0.3, -0.1], [0.1, 0.2, 0.1], [0.0, -0.1, 0.1]],
  "nbo_charge": [0.349, -0.672, 0.457, -0.696, -0.645, 0.538, -0.578, 0.240, 0.229, 0.241, 0.422, 0.114]
}

[3]
{
  "formula": "C3H6N2O",
  "method": "ωB97M-V/def2-TZVPD",
  "e_tot_ev": -8232.421,
  "mol_weight_g_mol": 86.1,
  "e_above_lowest_kj_mol": 412.7,
  "fmax_ev_per_a": 1.6,
  "smiles": "N=C=CO.C=N",
  "spin_multiplicity": 1,
  "gap_ev": 8.5,
  "symbols": ["N", "C", "C", "O", "H", "H", "H", "C", "N", "H", "H", "H"],
  "xyz": [[-1.997752, -1.169612, 0.797242], [-1.543363, -0.260535, 0.108578], [-1.390584, 0.874829, -0.553057], [-0.393351, 1.792274, -0.402067], [-1.622507, -2.113323, 0.684977], [-1.960585, 1.005267, -1.459060], [0.452063, 1.302035, -0.342357], [1.831515, 0.087145, -0.038714], [0.825238, -0.682118, 0.074788], [2.247669, 0.343419, -1.017280], [2.449191, 0.307642, 0.822232], [0.638582, -0.851659, 1.068987]],
  "forces_ev_per_a": [[0.1, 0.1, 0.2], [-1.1, 0.6, 0.0], [-0.2, -0.6, -0.4], [0.5, 0.3, 0.4], [0.1, 0.2, -0.3], [-0.3, -0.1, -0.1], [-0.7, 0.5, 0.0], [0.9, -1.4, 0.1], [0.9, -0.2, 0.0], [-0.4, 0.0, 0.0], [0.1, 0.6, 0.2], [0.1, -0.1, -0.2]],
  "nbo_charge": [-0.628, 0.357, -0.075, -0.693, 0.365, 0.200, 0.466, -0.112, -0.577, 0.183, 0.167, 0.346]
}

[4]
{
  "formula": "C3H6N2O",
  "method": "ωB97M-V/def2-TZVPD",
  "e_tot_ev": -8233.896,
  "mol_weight_g_mol": 86.1,
  "e_above_lowest_kj_mol": 270.4,
  "fmax_ev_per_a": 3.9,
  "smiles": "[H]/N=C(\\C)NC=O",
  "spin_multiplicity": 1,
  "gap_ev": 9.8,
  "symbols": ["H", "N", "C", "C", "N", "C", "O", "H", "H", "H", "H", "H"],
  "xyz": [[2.444425, -0.620717, 0.314554], [1.488640, -0.657121, 0.205883], [0.427912, -0.043357, 0.127688], [0.719485, 1.520114, 0.459998], [-0.587151, -1.048624, -0.326982], [-1.926832, -0.986048, -0.567672], [-2.622507, -1.910765, -0.939284], [1.663160, 1.668066, 1.053513], [-0.059779, 2.014338, 1.024243], [0.927214, 2.024374, -0.488946], [-0.168000, -1.985521, -0.480356], [-2.306566, 0.025262, -0.382638]],
  "forces_ev_per_a": [[1.7, 1.5, 0.7], [-0.4, -3.7, -0.9], [1.9, 0.3, 0.3], [-1.2, -0.4, -0.4], [-0.4, 0.9, 0.2], [-0.1, 0.4, 0.1], [0.6, 0.4, 0.2], [-1.0, -1.1, -0.5], [-0.4, 0.3, -0.2], [-0.5, 0.0, 0.1], [0.0, 1.2, 0.3], [-0.4, 0.2, 0.0]],
  "nbo_charge": [0.394, -0.737, 0.463, -0.644, -0.633, 0.535, -0.590, 0.236, 0.217, 0.230, 0.430, 0.099]
}

[5]
{
  "formula": "C3H6N2O",
  "method": "ωB97M-V/def2-TZVPD",
  "e_tot_ev": -8235.104,
  "mol_weight_g_mol": 86.1,
  "e_above_lowest_kj_mol": 153.9,
  "fmax_ev_per_a": 4.1,
  "smiles": "N[C@@H]1CNC1=O",
  "spin_multiplicity": 1,
  "gap_ev": 10.6,
  "symbols": ["N", "C", "C", "N", "C", "O", "H", "H", "H", "H", "H", "H"],
  "xyz": [[-1.732226, -0.486013, -0.345209], [-0.724060, 0.092858, 0.452738], [-0.094798, 1.466857, -0.089582], [1.178601, 0.807631, -0.062599], [0.690743, -0.449559, 0.192451], [1.062572, -1.563966, -0.053898], [-1.619223, -1.515267, -0.331718], [-2.681872, -0.306161, 0.059544], [-0.911441, 0.257876, 1.509499], [-0.055723, 2.371817, 0.584738], [-0.510030, 1.822628, -1.040993], [1.921782, 0.968568, -0.828875]],
  "forces_ev_per_a": [[-1.8, -1.3, 0.3], [1.0, 2.3, 0.6], [-1.0, 1.1, 1.2], [3.3, -0.1, -2.5], [-1.2, -0.2, -1.4], [0.5, 0.1, 0.5], [0.0, 0.8, -0.1], [1.2, -0.2, -0.6], [-0.3, -0.4, 0.3], [-0.5, -1.0, -0.4], [0.3, -0.6, -0.1], [-1.4, -0.4, 2.0]],
  "nbo_charge": [-0.828, -0.143, -0.222, -0.623, 0.679, -0.574, 0.381, 0.366, 0.189, 0.177, 0.200, 0.399]
}

[6]
{
  "formula": "C3H6N2O",
  "method": "ωB97M-V/def2-TZVPD",
  "e_tot_ev": -8230.691,
  "mol_weight_g_mol": 86.1,
  "e_above_lowest_kj_mol": 579.7,
  "fmax_ev_per_a": 5.6,
  "spin_multiplicity": 1,
  "gap_ev": 9.5,
  "symbols": ["C", "C", "C", "H", "H", "H", "H", "H", "H", "N", "N", "O"],
  "xyz": [[-0.277523, 0.691548, 0.704704], [-1.481236, 0.186621, -0.176231], [-0.321917, -0.307733, -1.115054], [1.741308, -1.771081, 0.300348], [2.732460, 0.228264, 0.639254], [-0.252527, 0.044209, 1.594647], [-0.425323, 1.833553, 0.866877], [-2.018664, 0.933028, -0.655929], [-1.943392, -0.631284, 0.452395], [1.911721, -0.458294, -0.172945], [0.683344, 0.387781, -0.411732], [-0.348253, -1.136609, -2.026335]],
  "forces_ev_per_a": [[-1.6, 2.2, -0.7], [3.1, -2.1, 1.4], [-1.8, -2.4, -1.6], [0.0, 5.2, -1.2], [-3.8, -3.0, -3.0], [0.7, 0.6, -0.2], [1.0, -2.0, 0.3], [-1.6, 1.1, -0.4], [-0.3, 0.9, -1.6], [1.9, 0.0, 2.8], [1.5, -2.7, 1.9], [0.9, 2.2, 2.2]],
  "nbo_charge": [-0.239, -0.523, 0.683, 0.344, 0.382, 0.206, 0.206, 0.231, 0.237, -0.693, -0.297, -0.537]
}

[7]
{
  "formula": "C3H6N2O",
  "method": "ωB97M-V/def2-TZVPD",
  "e_tot_ev": -8232.677,
  "mol_weight_g_mol": 86.1,
  "e_above_lowest_kj_mol": 388.1,
  "fmax_ev_per_a": 0.5,
  "spin_multiplicity": 1,
  "gap_ev": 8.9,
  "symbols": ["C", "N", "C", "N", "C", "O", "H", "H", "H", "H", "H", "H"],
  "xyz": [[0.009186, -0.072902, 1.543352], [-0.714399, -0.343064, 0.290211], [-0.268778, 0.368605, -0.970350], [-1.179067, 1.152080, -1.318804], [1.040826, 0.018673, -1.569968], [1.759550, -0.855034, -1.135200], [0.303372, 0.979787, 1.546050], [0.900329, -0.699037, 1.626766], [-0.658795, -0.255056, 2.388892], [-0.869316, -1.344141, 0.157478], [-1.616471, 0.431095, -0.094751], [1.293563, 0.618994, -2.463676]],
  "forces_ev_per_a": [[0.1, 0.0, 0.1], [-0.1, -0.2, 0.0], [-0.3, 0.2, -0.1], [0.4, -0.2, 0.0], [0.3, -0.2, 0.0], [-0.3, 0.4, -0.2], [-0.1, -0.1, 0.0], [-0.1, 0.1, 0.0], [0.1, 0.0, -0.1], [0.0, 0.2, 0.0], [0.0, 0.0, 0.1], [0.0, -0.1, 0.1]],
  "nbo_charge": [-0.421, -0.661, 0.123, -0.542, 0.379, -0.520, 0.215, 0.218, 0.210, 0.402, 0.454, 0.143]
}

[8]
{
  "formula": "C3H6N2O",
  "method": "ωB97M-V/def2-TZVPD",
  "e_tot_ev": -8235.321,
  "mol_weight_g_mol": 86.1,
  "e_above_lowest_kj_mol": 132.9,
  "fmax_ev_per_a": 1.0,
  "smiles": "N#C[C@@H](N)CO",
  "spin_multiplicity": 1,
  "gap_ev": 11.5,
  "symbols": ["N", "C", "C", "N", "C", "O", "H", "H", "H", "H", "H", "H"],
  "xyz": [[2.480368, -0.579550, -1.296232], [1.559086, -0.495914, -0.602395], [0.377808, -0.318488, 0.274921], [0.337394, 0.981681, 0.942477], [-0.903020, -0.478289, -0.565289], [-2.043818, -0.126591, 0.166069], [0.406050, -1.099084, 1.043969], [1.231492, 1.196730, 1.374286], [0.155158, 1.714437, 0.262919], [-0.797428, 0.127229, -1.480957], [-1.013488, -1.520894, -0.875843], [-1.789602, 0.598734, 0.756074]],
  "forces_ev_per_a": [[-0.8, 0.0, 0.6], [0.7, 0.0, -0.5], [-0.1, -0.1, 0.0], [0.2, 0.0, -0.1], [0.2, -0.1, -0.3], [0.0, 0.1, 0.2], [0.0, 0.1, -0.1], [-0.2, 0.0, 0.1], [0.2, 0.0, -0.1], [0.0, 0.0, 0.2], [0.1, 0.1, 0.0], [-0.1, -0.1, 0.0]],
  "nbo_charge": [-0.310, 0.251, -0.179, -0.823, -0.052, -0.706, 0.234, 0.382, 0.364, 0.162, 0.195, 0.482]
}

[9]
{
  "formula": "C3H6N2O",
  "method": "ωB97M-V/def2-TZVPD",
  "e_tot_ev": -8231.462,
  "mol_weight_g_mol": 86.1,
  "e_above_lowest_kj_mol": 505.2,
  "fmax_ev_per_a": 7.7,
  "smiles": "C=N/N=C/CO",
  "spin_multiplicity": 1,
  "gap_ev": 9.7,
  "symbols": ["C", "N", "N", "C", "C", "O", "H", "H", "H", "H", "H", "H"],
  "xyz": [[0.853196, 1.594039, 1.923938], [-0.073788, 0.884017, 1.574979], [0.054773, 0.412291, 0.223408], [-0.826173, -0.495942, -0.154833], [-0.578731, -1.418635, -1.355809], [0.792411, -0.927398, -1.891906], [1.692894, 1.787145, 1.297257], [0.877493, 2.549536, 2.597482], [-1.515952, -0.707706, 0.654672], [-0.685157, -2.389595, -1.126850], [-1.447820, -1.364008, -2.256782], [0.856854, 0.076255, -1.485557]],
  "forces_ev_per_a": [[2.9, 5.1, 0.7], [-4.1, -1.6, -1.5], [-0.5, -2.3, -0.9], [1.9, 0.9, 2.3], [0.4, 6.9, -3.6], [-2.6, 1.4, 1.7], [0.9, -0.6, -1.1], [-0.9, -2.7, 0.4], [-0.7, -0.5, -0.3], [0.7, -3.5, 1.3], [2.2, 0.5, 2.3], [-0.2, -3.6, -1.2]],
  "nbo_charge": [-0.044, -0.288, -0.342, 0.100, -0.106, -0.741, 0.150, 0.195, 0.190, 0.200, 0.188, 0.498]
}

[10]
{
  "formula": "C3H6N2O",
  "method": "ωB97M-V/def2-TZVPD",
  "e_tot_ev": -8232.684,
  "mol_weight_g_mol": 86.1,
  "e_above_lowest_kj_mol": 387.4,
  "fmax_ev_per_a": 0.5,
  "spin_multiplicity": 1,
  "gap_ev": 8.9,
  "symbols": ["C", "N", "C", "N", "C", "O", "H", "H", "H", "H", "H", "H"],
  "xyz": [[1.422997, -0.504610, 0.271640], [0.478242, 0.063561, -0.703199], [-1.002040, -0.013719, -0.396148], [-1.540489, -0.753973, -1.248263], [-1.534346, 0.756267, 0.753321], [-0.848190, 1.477945, 1.444561], [0.993865, -1.432240, 0.659098], [1.592658, 0.189805, 1.097478], [2.366768, -0.732108, -0.229873], [0.777204, 0.989643, -1.014194], [-0.087405, -0.660396, -1.551588], [-2.619260, 0.619822, 0.917165]],
  "forces_ev_per_a": [[0.1, -0.1, 0.1], [0.1, 0.1, -0.1], [-0.1, -0.2, -0.3], [0.1, 0.3, 0.4], [0.1, 0.2, 0.3], [-0.3, -0.3, -0.3], [0.1, 0.1, -0.1], [0.0, -0.1, -0.1], [-0.1, 0.1, 0.1], [-0.1, -0.1, 0.0], [0.1, 0.0, 0.0], [0.1, 0.0, 0.0]],
  "nbo_charge": [-0.421, -0.660, 0.123, -0.541, 0.379, -0.521, 0.214, 0.220, 0.210, 0.401, 0.454, 0.143]
}

Computed E_LUMO, in the same sequence as the records: 0.82, 0.67, 0.42, 0.71, 1.02, 0.08, 0.21, 0.67, 0.16, 0.20 eV.